Molecular formula: C40H31Br2CrN3O3P2
Method: DFT, the ωB97M-V functional and the def2-TZVPD basis

Each line ends with the Löwdin spin population.
Cartesian coordinates (Å):
Cr: -0.12327 1.65011 1.09927  0.96
O: 1.63683 0.06295 4.29570  0.01
C: 1.36855 0.62706 3.26981  0.00
O: 0.17356 0.97254 2.85723  0.02
C: 2.41835 0.99787 2.25112  0.00
C: 3.77704 0.98892 2.49650  0.00
C: 4.63534 1.37553 1.47945  0.00
C: 4.08863 1.74605 0.25539  0.00
C: 2.71939 1.71737 0.09386  0.00
N: 1.88501 1.36156 1.07923  0.00
H: 4.12324 0.69499 3.47780  0.00
H: 5.70636 1.38429 1.62880  0.00
H: 4.71444 2.06080 -0.56755  0.00
H: 2.26611 1.98329 -0.85377  0.00
Br: -4.67126 3.56632 0.38898  0.00
C: -3.04612 4.49355 0.61422  0.00
C: -3.03624 5.89592 0.58669  0.00
C: -1.86285 6.59096 0.69077  0.00
Br: -1.90008 8.47821 0.58596  0.00
C: -0.63597 5.91183 0.88068  0.00
C: 0.62901 6.51756 0.99550  0.00
C: 1.72595 5.73066 1.23686  0.00
C: 1.57368 4.34668 1.35882  0.00
N: 0.41581 3.73101 1.19936  0.00
C: -0.68277 4.50294 0.96348  0.00
C: -1.88299 3.76930 0.78483  0.00
O: -1.78944 2.45089 0.80059  0.01
H: -3.96879 6.43097 0.47678  0.00
H: 0.72086 7.59070 0.90182  0.00
H: 2.71070 6.16230 1.34166  0.00
H: 2.43347 3.73616 1.59959  0.00
C: -0.46373 -2.23695 1.90785  0.00
N: -0.36321 -1.87642 0.47002  0.00
P: -1.18700 -0.36653 0.26018  -0.01
C: -2.89499 -0.86873 0.59987  0.00
C: -3.81957 0.08910 1.00157  0.00
C: -5.16587 -0.23620 1.07428  0.00
C: -5.58631 -1.51769 0.75517  0.00
C: -4.65956 -2.48598 0.38970  0.00
C: -3.31528 -2.16672 0.30434  0.00
C: -1.23066 -0.02254 -1.52873  0.00
C: -0.52074 1.09337 -1.96988  0.00
C: -0.48626 1.44108 -3.30742  0.00
C: -1.19195 0.67855 -4.22520  0.00
C: -1.94328 -0.40583 -3.79252  0.00
C: -1.97236 -0.75143 -2.45189  0.00
P: 1.27360 -1.85689 -0.23761  0.00
C: 0.94696 -2.60218 -1.88195  0.00
C: 1.75513 -2.14151 -2.91917  0.00
C: 1.63681 -2.66517 -4.19831  0.00
C: 0.71116 -3.66646 -4.44741  0.00
C: -0.10888 -4.11931 -3.42311  0.00
C: 0.00036 -3.58648 -2.14931  0.00
C: 2.02370 -3.30488 0.59680  0.00
C: 3.25435 -3.10812 1.21563  0.00
C: 3.84676 -4.12642 1.95006  0.00
C: 3.20558 -5.34700 2.07909  0.00
C: 1.98868 -5.55924 1.44281  0.00
C: 1.40306 -4.54955 0.69909  0.00
H: -1.51364 -2.25103 2.19633  0.00
H: 0.05292 -1.54301 2.57332  0.00
H: -0.05267 -3.22731 2.06706  0.00
H: -3.47615 1.08079 1.25743  0.00
H: -5.88314 0.51785 1.37054  0.00
H: -6.63790 -1.76840 0.79983  0.00
H: -4.98869 -3.49116 0.16103  0.00
H: -2.58821 -2.91883 0.02441  0.00
H: 0.00191 1.71250 -1.23433  0.00
H: 0.07875 2.30364 -3.63665  0.00
H: -1.17121 0.94330 -5.27378  0.00
H: -2.51287 -0.98400 -4.50811  0.00
H: -2.58711 -1.57757 -2.12498  0.00
H: 2.48373 -1.36363 -2.71335  0.00
H: 2.26665 -2.29456 -4.99690  0.00
H: 0.62652 -4.09309 -5.43834  0.00
H: -0.83927 -4.89477 -3.61767  0.00
H: -0.66337 -3.92900 -1.36540  0.00
H: 3.74795 -2.14842 1.12758  0.00
H: 4.80386 -3.96246 2.42798  0.00
H: 3.64675 -6.13151 2.67917  0.00
H: 1.49237 -6.51708 1.53051  0.00
H: 0.45377 -4.72542 0.21092  0.00

Forces on the atoms, in the same order (eV/Å):
-0.536 -0.200 1.852
-0.067 0.139 -0.111
0.486 0.022 0.199
-0.733 0.286 -0.960
-0.250 -0.041 0.065
0.020 -0.039 0.038
-0.160 0.002 -0.086
0.131 -0.064 0.036
-0.159 -0.131 -0.198
0.926 0.041 -0.580
-0.014 -0.054 -0.015
0.000 0.027 0.023
0.000 -0.041 -0.010
0.024 0.029 0.020
0.064 0.158 0.008
0.134 -0.684 -0.009
0.160 0.313 -0.004
-0.223 0.089 -0.027
0.015 -0.098 0.020
0.006 -0.183 0.065
0.102 -0.144 0.055
-0.068 0.193 0.024
-0.010 -0.147 0.044
0.035 0.132 -0.065
-0.154 0.109 -0.071
-0.155 0.796 0.110
0.347 -0.401 -0.381
-0.016 -0.040 -0.057
0.000 0.007 0.008
-0.004 0.003 0.037
-0.011 -0.012 -0.019
0.039 -0.141 0.079
0.138 0.779 0.074
-0.142 -0.857 -0.450
-0.010 0.220 0.004
0.105 -0.035 0.106
0.005 -0.013 -0.031
-0.045 0.031 0.041
0.002 -0.044 -0.042
-0.035 0.032 0.053
0.145 0.177 0.178
-0.051 -0.295 0.249
0.128 0.207 -0.058
-0.005 -0.023 0.065
-0.005 -0.042 -0.082
0.025 -0.049 -0.014
-0.198 -0.477 -0.171
0.046 0.318 0.002
-0.035 0.043 0.098
0.038 -0.045 -0.041
0.037 0.049 -0.049
-0.107 -0.080 0.042
-0.058 0.044 -0.002
-0.034 0.263 0.156
-0.101 -0.007 0.012
0.088 -0.054 0.028
0.030 0.059 0.008
-0.089 -0.071 -0.063
0.132 -0.058 -0.010
0.028 -0.019 0.015
0.067 0.022 -0.011
-0.042 -0.014 0.010
-0.108 -0.023 -0.059
-0.009 -0.018 0.037
0.000 -0.011 0.017
0.002 -0.003 0.008
-0.019 0.015 -0.039
0.146 0.085 -0.190
-0.020 0.010 0.013
-0.005 -0.010 -0.003
-0.007 -0.005 0.016
0.038 -0.088 0.014
-0.016 0.002 -0.052
0.008 -0.019 0.012
-0.022 0.018 -0.002
0.006 0.007 -0.012
-0.024 0.029 -0.019
0.008 0.067 0.024
-0.013 0.003 0.010
0.024 -0.020 -0.038
0.005 0.000 0.008
0.018 -0.027 0.045

The calculation puts the energy relative to the best compared isomer or geometry (same formula, charge and spin) at 1.642 eV. For the total energy, the calculation gives -239676.500 eV. As for the total charge: +1. The LUMO energy (alpha / beta) comes out at -4.0 / -3.7 eV. For the HOMO-LUMO gap (alpha / beta), the calculation gives 6.75 / 7.16 eV. The spin multiplicity is 2. Its expectation value of S² is 0.8358.